ORCA calculation (wB97M-V/def2-TZVPD) on a cluster of 17 separate species, C4H47B2N3O22P in total at a distorted geometry.

XYZ file:
```
79
Properties=species:S:1:pos:R:3
P 0.296 0.646 1.282
O -0.905 3.374 3.942
O -7.831 -4.527 0.934
O 5.293 -5.579 -0.698
O -2.395 -0.273 -1.811
O -2.181 -1.045 -2.974
O 2.792 -3.285 -6.916
O 1.887 0.113 1.478
O -5.929 1.397 0.535
O 0.384 2.241 0.783
O -1.614 4.275 1.373
O 4.890 5.224 3.445
O -5.473 -3.326 1.361
O 0.834 -3.308 -4.356
O -3.062 0.398 1.197
O 6.290 -2.610 0.014
O 6.590 -0.412 -4.242
O 3.267 -1.749 -1.264
O -5.758 -1.781 -1.048
O -0.999 6.687 4.873
O 2.830 2.758 2.602
O -3.276 4.960 3.787
O 4.148 0.957 -3.306
N 2.092 0.133 -1.574
N -0.360 0.624 2.715
N -2.766 -2.009 1.355
C 0.976 -2.125 -1.325
C 2.178 -1.254 -1.369
C 0.049 -1.945 -0.088
C -1.122 0.243 -1.329
B -0.731 -0.509 0.082
B -2.218 -0.705 0.911
H 2.889 0.597 -1.168
H -1.135 7.639 4.845
H 7.129 -0.549 -3.455
H 5.160 5.677 4.250
H -1.310 1.298 -1.109
H -5.960 -3.880 1.975
H 2.319 -2.489 -7.184
H 2.048 0.325 -2.564
H 0.386 -2.040 -2.233
H 5.849 -3.166 0.666
H 5.765 -6.291 -0.254
H -0.632 -2.790 -0.108
H -1.850 3.518 4.103
H -2.881 5.292 2.966
H 3.275 -3.549 -7.706
H -4.222 5.069 3.647
H 5.861 -4.807 -0.578
H 5.560 -2.241 -0.503
H -2.306 -1.940 -2.648
H 3.288 2.018 3.016
H 6.931 -1.047 -4.880
H 1.347 -3.142 -1.303
H 1.589 -2.995 -4.865
H -6.195 -0.956 -1.289
H 4.891 1.253 -3.843
H -0.475 3.679 4.747
H 1.066 -4.213 -4.127
H -5.767 2.183 1.065
H 1.246 2.604 1.029
H 3.422 3.509 2.718
H -1.393 3.955 2.258
H -0.657 1.562 2.983
H -7.564 -4.754 0.036
H -0.806 4.079 0.884
H 4.182 5.775 3.091
H -3.160 -1.952 2.289
H -3.574 -2.191 0.766
H 4.393 0.056 -3.060
H 0.677 -2.126 0.783
H -0.359 0.242 -2.100
H -1.667 6.331 4.270
H -8.592 -5.091 1.111
H -6.156 -2.895 0.838
H -5.051 0.999 0.447
H 2.458 0.802 1.114
H -2.921 1.095 0.546
H -5.274 -2.037 -1.840
```

The value obtained for the highest occupied orbital energy is -3.419 eV. The strongest force on any atom is 2.50 eV Å⁻¹. As for the lowest unoccupied orbital energy: 1.86 eV. As for the net charge: -1.



ORCA calculation (wB97M-V/def2-TZVPD) on a structure of composition C4H4AsF6MnO12 at a distorted geometry.

XYZ file:
```
28
Properties=species:S:1:pos:R:3
As 1.457 2.015 2.380
Mn -0.474 -0.709 0.121
F 1.834 0.724 3.487
F 1.022 3.315 1.268
F 0.283 2.711 3.474
F 0.138 0.990 1.749
F 2.785 2.949 3.033
F 2.498 1.356 1.147
O -0.888 -1.798 -1.653
O 3.130 -2.905 -0.571
O -3.601 -0.796 2.407
O 2.191 -1.282 -1.796
O 0.323 3.111 -1.483
O -2.570 0.075 0.612
O -1.720 -1.668 1.591
O 1.574 -1.473 0.307
O -1.132 -1.104 -3.702
O -0.142 0.946 -1.051
O 0.988 1.487 -2.900
O -2.574 -2.655 -2.899
C 2.285 -1.823 -0.702
C 0.449 1.767 -1.825
C -1.439 -1.893 -2.784
C -2.624 -0.822 1.484
H 2.952 -3.063 0.370
H 0.249 2.776 -0.561
H -4.109 -0.001 2.212
H -2.883 -2.230 -3.714
```

Its expectation value of S² is 8.75. The value obtained for the highest occupied orbital energy (alpha / beta) is 0.958 / 0.912 eV. The strongest force on any atom is 5.11 eV Å⁻¹. As for the lowest unoccupied orbital energy (alpha / beta): 7.02 / 7.01 eV. As for the net charge: -3. As for the spin multiplicity: 6.



ORCA calculation (wB97M-V/def2-TZVPD) on a structure of composition C4H4Br2 at a distorted geometry.

XYZ file:
```
10
Properties=species:S:1:pos:R:3
Br -2.161 -1.314 0.222
Br -2.404 1.756 0.218
C 0.297 0.273 -0.247
C -0.025 0.496 -1.510
C 1.189 -0.295 0.764
C -1.230 0.270 -0.228
H 0.130 0.396 -2.521
H 1.418 0.295 1.660
H 0.616 -1.171 1.116
H 2.170 -0.706 0.525
```

For the energy above the lowest of the compared OMol25 structures with the same formula, charge and spin, the calculation gives 2.178 eV. The value obtained for the highest occupied orbital energy is -9.077 eV. The strongest force on any atom is 6.33 eV Å⁻¹. As for the lowest unoccupied orbital energy: 0.52 eV.